No. 1
ORCA calculation (ωB97M-V/def2-TZVPD) on an isolated molecule of CH3NO.

The HOMO energy comes out at -10.4 eV. The max |F| is 0.0548 Eh/bohr. As for the total energy: -169.8042 hartree. Its relative energy (zero: lowest compared OMol25 entry of this formula, charge and spin) is 271.4 kJ/mol. Its charge is 0. The HOMO-LUMO gap is 11.369 eV.

CARTESIAN COORDINATES (ANGSTROEM)
C  1.122  0.172  -0.052
N  0.080  -0.524  0.012
O  -1.194  0.070  -0.016
H  1.080  1.318  -0.031
H  2.180  -0.274  0.191
H  -0.998  1.026  0.197

No. 2
ORCA calculation (ωB97M-V/def2-TZVPD) on a cluster of 9 separate species, C18H36Br18 in total.

The HOMO energy comes out at -9.9 eV. The max |F| is 0.0507 Eh/bohr. As for the total energy: -47039.7314 hartree. Its relative energy (zero: lowest compared OMol25 entry of this formula, charge and spin) is 39.9 kJ/mol. Its charge is 0. The HOMO-LUMO gap is 10.018 eV.

CARTESIAN COORDINATES (ANGSTROEM)
Br  -1.044  -6.023  1.728
C  0.350  -4.962  0.893
C  -0.021  -3.476  0.891
Br  -0.342  -2.742  2.650
H  0.448  -5.339  -0.115
H  1.267  -5.090  1.465
H  -0.946  -3.311  0.342
H  0.761  -2.887  0.428
Br  -1.214  -12.965  -5.432
C  -0.953  -11.040  -5.496
C  0.191  -10.621  -6.449
Br  1.740  -9.949  -5.496
H  -0.816  -10.728  -4.469
H  -1.900  -10.603  -5.810
H  -0.130  -9.825  -7.106
H  0.512  -11.473  -7.030
Br  -0.035  -12.593  -0.230
C  0.683  -12.916  -2.013
C  2.164  -13.057  -1.857
Br  2.953  -13.473  -3.573
H  0.401  -12.050  -2.612
H  0.174  -13.759  -2.463
H  2.417  -13.857  -1.172
H  2.615  -12.141  -1.497
Br  2.867  -5.835  -6.495
C  4.193  -6.704  -5.366
C  5.589  -6.399  -5.887
Br  6.900  -6.897  -4.563
H  3.968  -7.761  -5.449
H  4.016  -6.388  -4.349
H  5.663  -5.366  -6.192
H  5.791  -7.046  -6.731
Br  -5.461  -13.051  1.215
C  -3.664  -12.495  1.613
C  -3.329  -11.189  1.050
Br  -4.574  -9.785  1.615
H  -3.022  -13.261  1.179
H  -3.467  -12.535  2.685
H  -3.568  -11.176  0.003
H  -2.328  -10.901  1.310
Br  3.109  -9.780  0.467
C  2.919  -7.945  1.055
C  4.228  -7.244  0.761
Br  4.057  -5.419  1.374
H  2.627  -7.936  2.090
H  2.139  -7.510  0.433
H  4.480  -7.296  -0.291
H  5.057  -7.698  1.300
Br  -5.144  -5.334  2.428
C  -4.451  -4.960  0.656
C  -4.371  -6.222  -0.069
Br  -3.507  -5.974  -1.767
H  -3.527  -4.416  0.734
H  -5.207  -4.326  0.198
H  -5.327  -6.738  -0.199
H  -3.815  -7.011  0.457
Br  -1.870  -9.577  -1.544
C  -0.167  -8.678  -1.638
C  -0.170  -7.602  -2.712
Br  1.542  -6.679  -2.667
H  0.642  -9.380  -1.912
H  0.048  -8.360  -0.628
H  -0.913  -6.823  -2.515
H  -0.358  -7.967  -3.710
Br  -0.761  -5.544  -6.135
C  -0.256  -4.130  -4.888
C  -1.294  -4.098  -3.827
Br  -0.948  -2.558  -2.700
H  -0.240  -3.219  -5.467
H  0.701  -4.449  -4.521
H  -1.191  -4.947  -3.149
H  -2.329  -4.063  -4.126

No. 3
ORCA calculation (ωB97M-V/def2-TZVPD) on a cluster of 2 separate species, ClNO in total.

The HOMO energy (alpha / beta) comes out at -9.9 / -10.1 eV. The max |F| is 0.0670 Eh/bohr. As for the total energy: -589.8406 hartree. Its relative energy (zero: lowest compared OMol25 entry of this formula, charge and spin) is 665.7 kJ/mol. Its charge is 0. The HOMO-LUMO gap (alpha / beta) is 6.933 / 6.670 eV.

CARTESIAN COORDINATES (ANGSTROEM)
N  0.179  0.743  0.003
O  -1.519  -0.502  -0.002
Cl  1.340  -0.241  -0.001

No. 4
ORCA calculation (ωB97M-V/def2-TZVPD) on an isolated molecule of C2HBr2N3.

The HOMO energy comes out at -9.7 eV. The max |F| is 0.0622 Eh/bohr. As for the total energy: -5389.0561 hartree. Its relative energy (zero: lowest compared OMol25 entry of this formula, charge and spin) is 70.4 kJ/mol. Its charge is 0. The HOMO-LUMO gap is 9.233 eV.

CARTESIAN COORDINATES (ANGSTROEM)
Br  1.647  -1.031  -2.440
C  0.700  -0.373  -0.966
N  0.477  0.975  -0.728
C  -0.235  1.002  0.369
N  -0.447  -0.287  0.768
Br  -1.499  -0.964  2.122
N  0.070  -1.105  -0.097
H  -0.713  1.784  0.972

No. 5
ORCA calculation (ωB97M-V/def2-TZVPD) on a cluster of 3 separate species, C20H34O7 in total.

The HOMO energy comes out at -9.6 eV. The max |F| is 0.0588 Eh/bohr. As for the total energy: -1309.0801 hartree. Its charge is 0. The HOMO-LUMO gap is 9.298 eV.

CARTESIAN COORDINATES (ANGSTROEM)
C  3.128  -2.413  1.485
O  4.118  -2.009  0.563
C  3.644  -1.861  -0.756
C  2.841  -0.570  -0.955
C  1.322  -0.790  -1.075
C  0.547  0.107  -0.124
C  -0.873  0.385  -0.566
C  -1.788  -0.858  -0.693
C  -1.455  -2.046  0.220
C  -0.930  -3.248  -0.469
C  -0.359  -4.318  0.078
O  -0.061  -4.560  1.353
C  -0.115  -5.370  -0.944
O  0.529  -6.405  -0.852
O  -0.746  -4.925  -2.080
C  -0.901  -3.529  -1.920
O  -0.872  -2.805  -2.876
H  3.053  -1.665  2.266
H  3.429  -3.335  1.966
H  2.167  -2.560  1.012
H  4.525  -1.843  -1.380
H  3.062  -2.728  -1.058
H  3.032  0.017  -0.067
H  3.230  -0.040  -1.812
H  0.978  -0.691  -2.095
H  1.156  -1.819  -0.786
H  0.560  -0.246  0.901
H  1.058  1.064  -0.096
H  -1.368  1.124  0.046
H  -0.811  0.833  -1.552
H  -1.836  -1.139  -1.729
H  -2.783  -0.534  -0.430
H  -0.848  -1.784  1.077
H  -2.393  -2.384  0.643
H  -0.061  -3.723  1.823
C  0.698  4.505  -3.303
C  -0.745  4.622  -2.822
C  -1.419  3.494  -3.591
O  -0.430  2.476  -3.772
C  0.857  2.998  -3.430
H  1.423  4.952  -2.625
H  0.808  4.979  -4.281
H  -0.798  4.428  -1.748
H  -1.197  5.593  -3.015
H  -1.755  3.830  -4.577
H  -2.273  3.072  -3.060
H  1.164  2.551  -2.476
H  1.581  2.711  -4.192
C  -2.048  2.223  4.473
C  -1.037  1.196  4.974
C  -1.466  -0.054  4.220
O  -2.017  0.388  2.974
C  -2.214  1.804  3.021
H  -1.716  3.254  4.581
H  -2.993  2.112  5.008
H  -0.028  1.488  4.672
H  -1.043  1.061  6.054
H  -2.241  -0.603  4.765
H  -0.634  -0.733  4.023
H  -1.455  2.275  2.386
H  -3.200  2.046  2.621

No. 6
ORCA calculation (ωB97M-V/def2-TZVPD) on a cluster of 2 separate species, C7H17NO in total.

The HOMO energy comes out at -9.1 eV. The max |F| is 0.0454 Eh/bohr. As for the total energy: -406.8809 hartree. Its relative energy (zero: lowest compared OMol25 entry of this formula, charge and spin) is 129.8 kJ/mol. Its charge is 0. The HOMO-LUMO gap is 9.967 eV.

CARTESIAN COORDINATES (ANGSTROEM)
C  -0.786  2.865  0.680
C  -0.529  2.302  -0.743
N  -1.012  0.952  -0.897
C  -2.372  0.727  -1.323
C  -0.106  -0.069  -1.062
C  1.297  0.167  -0.546
O  -0.377  -1.071  -1.703
H  0.095  2.618  1.263
H  -1.653  2.524  1.224
H  -0.804  3.953  0.590
H  -0.993  2.948  -1.467
H  0.522  2.517  -0.919
H  -2.599  0.860  -2.389
H  -2.552  -0.321  -1.212
H  -3.001  1.406  -0.755
H  1.781  -0.757  -0.253
H  1.941  0.513  -1.343
H  1.179  0.769  0.345
C  1.543  -3.130  0.620
C  0.968  -2.630  1.942
H  2.471  -2.662  0.334
H  1.502  -4.215  0.692
H  0.818  -2.917  -0.138
H  -0.075  -2.835  2.164
H  1.132  -1.557  2.125
H  1.609  -2.955  2.771

Which of these has the highest max |F|? ClNO

Among the records above, which one has the lowest max |F|? C7H17NO